{
  "formula": "C50H110O6P3",
  "method": "the ωB97M-V functional and the def2-TZVPD basis",
  "e_above_lowest_kj_mol": 0.0,
  "orbital_gap_ha": 0.1979,
  "energy_ha": -3446.25185,
  "charge": 1,
  "mol_weight_g_mol": 900.35,
  "elements": ["C", "C", "C", "C", "P", "C", "C", "C", "C", "C", "C", "C", "C", "C", "C", "C", "C", "H", "H", "H", "H", "H", "H", "H", "H", "H", "H", "H", "H", "H", "H", "H", "H", "H", "H", "H", "H", "H", "H", "H", "H", "H", "H", "H", "H", "H", "H", "H", "H", "H", "H", "H", "H", "C", "C", "C", "C", "P", "C", "C", "C", "C", "C", "C", "C", "C", "C", "C", "C", "C", "H", "H", "H", "H", "H", "H", "H", "H", "H", "H", "H", "H", "H", "H", "H", "H", "H", "H", "H", "H", "H", "H", "H", "H", "H", "H", "H", "H", "H", "H", "H", "H", "H", "H", "H", "H", "C", "C", "C", "C", "P", "C", "C", "C", "C", "C", "C", "C", "C", "C", "C", "C", "C", "H", "H", "H", "H", "H", "H", "H", "H", "H", "H", "H", "H", "H", "H", "H", "H", "H", "H", "H", "H", "H", "H", "H", "H", "H", "H", "H", "H", "H", "H", "H", "H", "H", "H", "H", "H", "O", "C", "O", "O", "H", "O", "C", "O", "O", "H"],
  "coordinates": [[0.5481, 2.3796, -4.9622], [0.8405, 2.3626, -3.5403], [2.3086, 2.2312, -3.1588], [2.8315, 0.7924, -3.5016], [4.4875, 0.4678, -2.8508], [4.8048, 1.0715, -1.0908], [5.9703, 0.3843, -0.3264], [5.8786, 0.4950, 1.2815], [4.8425, -0.3581, 2.0131], [5.5658, 1.4586, -3.8934], [7.1372, 1.1979, -3.9940], [7.8455, 1.9856, -5.1203], [9.3468, 1.6226, -5.3627], [4.8648, -1.4036, -2.7514], [3.7494, -2.2365, -1.9512], [4.1797, -3.7244, -1.7233], [3.2248, -4.4694, -0.6825], [0.8852, 1.4314, -5.3811], [1.1058, 3.2282, -5.3583], [-0.5068, 2.5170, -5.1997], [0.2332, 1.6768, -2.9495], [0.4312, 3.3047, -3.1757], [2.3092, 2.4716, -2.0956], [2.9247, 2.9849, -3.6492], [2.8368, 0.5736, -4.5694], [2.0970, 0.0936, -3.1011], [3.9219, 0.7081, -0.5649], [4.7155, 2.1576, -1.0685], [6.8952, 0.8741, -0.6307], [6.0513, -0.6960, -0.4467], [5.9091, 1.5120, 1.6724], [6.7374, 0.0056, 1.7409], [5.0151, -1.4165, 2.2082], [3.8582, -0.2964, 1.5489], [4.7678, -0.0621, 3.0595], [5.3308, 2.4679, -3.5553], [5.1407, 1.3760, -4.8937], [7.2350, 0.1127, -3.9640], [7.6571, 1.5807, -3.1158], [7.6862, 3.0406, -4.8974], [7.2668, 1.8687, -6.0366], [9.6392, 1.7840, -6.4002], [9.4630, 0.5485, -5.2180], [10.0489, 2.2594, -4.8245], [5.9101, -1.6028, -2.5150], [4.8662, -1.6345, -3.8167], [2.7924, -2.3218, -2.4660], [3.6929, -1.6870, -1.0115], [5.2164, -3.8251, -1.4020], [4.1465, -4.2118, -2.6976], [3.4360, -5.5387, -0.6866], [2.1886, -4.4472, -1.0200], [3.2396, -4.1020, 0.3436], [2.3659, -4.5895, 5.2070], [0.9866, -4.0129, 4.8906], [1.0534, -2.4800, 4.6086], [-0.2540, -1.8872, 5.1065], [-0.4921, -0.1469, 4.7225], [-1.9620, 0.0240, 3.6933], [-3.0521, -0.9962, 3.8947], [-4.3737, -0.6671, 3.0743], [-5.4556, -1.7099, 3.1836], [-0.7905, 0.7756, 6.2519], [-1.9299, 0.1784, 7.1801], [-2.2237, 1.0215, 8.4639], [-2.9223, 2.4338, 8.2428], [0.7968, 0.7858, 3.8726], [0.3537, 2.0932, 3.0904], [1.6373, 2.8795, 2.7014], [2.7162, 2.1487, 1.8267], [2.8808, -4.7185, 4.2550], [2.1960, -5.6615, 5.3067], [2.8401, -4.1206, 6.0692], [0.3444, -4.1501, 5.7606], [0.4803, -4.4767, 4.0441], [1.2744, -2.3021, 3.5561], [1.8086, -2.0274, 5.2512], [-0.4317, -2.1062, 6.1594], [-1.0399, -2.4072, 4.5586], [-1.7012, -0.1213, 2.6449], [-2.2579, 1.0634, 3.8354], [-3.2880, -1.1499, 4.9477], [-2.6317, -1.9259, 3.5113], [-4.1599, -0.5646, 2.0104], [-4.8201, 0.2440, 3.4727], [-5.0707, -2.6600, 2.8130], [-6.3352, -1.5181, 2.5691], [-5.6636, -1.9384, 4.2289], [-1.0504, 1.8022, 5.9939], [0.1288, 0.6737, 6.8287], [-1.6756, -0.8524, 7.4268], [-2.8242, 0.1671, 6.5570], [-1.2607, 1.1746, 8.9510], [-2.6762, 0.3809, 9.2209], [-3.0924, 3.0203, 9.1457], [-3.8350, 2.4442, 7.6471], [-2.1033, 2.9198, 7.7126], [1.2028, 0.1430, 3.0914], [1.5845, 1.1268, 4.5444], [-0.2428, 2.6726, 3.7951], [-0.3700, 1.9061, 2.2971], [2.0200, 3.0906, 3.6999], [1.3491, 3.8404, 2.2751], [3.4297, 2.8853, 1.4574], [2.2706, 1.5986, 0.9979], [3.2690, 1.5124, 2.5179], [-7.9847, -0.4251, -0.3290], [-6.8672, -1.5465, -0.4485], [-5.4218, -1.1089, -0.8961], [-5.3464, -0.0169, -2.0603], [-3.6372, 0.1211, -2.7269], [-2.7469, 0.7192, -1.2069], [-3.4274, 1.7469, -0.2317], [-2.9680, 3.2735, -0.3010], [-1.4694, 3.5846, -0.4836], [-2.8986, -1.5132, -3.2595], [-1.4374, -1.6837, -3.4505], [-1.0656, -3.0052, -4.1675], [-1.2614, -4.1149, -3.1611], [-3.3771, 1.3683, -4.0321], [-4.3845, 2.5742, -4.1248], [-4.0923, 3.5898, -5.2599], [-2.9749, 4.5601, -4.8004], [-8.2943, 0.1803, -1.1808], [-7.5675, 0.2695, 0.4001], [-8.8932, -0.7466, 0.1805], [-7.2585, -2.2542, -1.1795], [-6.6840, -2.2346, 0.3768], [-4.8595, -1.9888, -1.2085], [-4.9731, -0.6326, -0.0243], [-5.6467, 0.9486, -1.6531], [-6.0131, -0.3106, -2.8711], [-1.7974, 1.0438, -1.6325], [-2.4577, -0.1596, -0.6305], [-3.0318, 1.4604, 0.7427], [-4.5122, 1.6765, -0.3114], [-3.2404, 3.6528, 0.6838], [-3.5559, 3.8650, -1.0030], [-0.9156, 2.8522, 0.1038], [-1.1223, 4.5907, -0.2484], [-1.2550, 3.2468, -1.4976], [-3.3005, -1.6480, -4.2637], [-3.4459, -2.2309, -2.6484], [-0.9021, -1.4958, -2.5198], [-0.9778, -0.9882, -4.1527], [-0.0576, -2.9162, -4.5726], [-1.5086, -3.0951, -5.1593], [-1.2877, -5.1083, -3.6090], [-2.1017, -3.9501, -2.4868], [-0.4692, -4.1667, -2.4142], [-3.5512, 0.9579, -5.0267], [-2.4241, 1.8862, -3.9245], [-4.3794, 3.1798, -3.2186], [-5.3995, 2.1905, -4.2289], [-5.0110, 4.0822, -5.5787], [-3.8020, 3.1111, -6.1951], [-2.0436, 4.0573, -5.0611], [-2.9385, 4.9048, -3.7670], [-3.0924, 5.4315, -5.4447], [1.4630, -2.0316, 0.3054], [0.5473, -1.1319, 0.2093], [0.6630, -0.2372, -0.6486], [-0.4543, -1.3274, 1.0141], [0.8450, -2.4633, 0.8998], [-2.6544, -2.5561, 0.0025], [-2.9161, -3.7658, 0.6000], [-3.7242, -4.6295, 0.2127], [-2.2898, -4.2033, 1.6168], [-1.9213, -2.2477, 0.5403]],
  "forces_ev_per_angstrom": [[0.2, -0.5, -1.6], [-0.7, 0.9, 2.1], [-0.2, -0.4, -0.2], [-0.6, 0.5, 0.9], [1.4, -1.3, 2.2], [-1.3, -1.6, -0.2], [0.2, 1.0, 1.8], [0.6, -1.0, -0.3], [-1.4, 0.0, 0.1], [1.3, 0.0, -0.8], [-0.7, 0.6, 0.8], [-0.5, -0.4, -0.5], [-1.0, 0.2, -0.4], [-1.5, 0.6, -1.4], [2.2, -0.1, 0.0], [-0.9, 0.2, 1.0], [0.3, 0.0, -1.4], [-0.1, 0.1, -0.7], [0.0, -0.2, -0.6], [0.1, -0.1, 0.0], [0.2, -0.7, -0.1], [0.5, 0.4, 0.4], [0.5, -0.5, 0.2], [-0.1, 0.1, -0.2], [0.3, 0.3, -0.2], [0.2, -0.2, 0.5], [-0.5, 0.1, 0.0], [0.6, 0.0, 0.1], [0.2, -0.3, 0.0], [-0.2, 0.1, -0.7], [-0.3, 0.1, -0.3], [1.0, 0.5, -0.8], [0.7, -0.2, -1.0], [-0.2, -0.1, 0.2], [-0.2, 0.7, 0.0], [0.1, 0.2, -0.1], [0.0, 0.0, -0.2], [0.5, 0.0, -0.6], [-0.4, -0.3, 0.6], [0.4, 0.1, 0.2], [0.1, -0.3, -0.3], [-0.4, 0.1, -0.2], [0.4, 0.1, 0.4], [-0.1, -0.5, 0.6], [-0.1, 0.3, 0.7], [-0.3, -0.4, -0.3], [0.0, 0.8, 0.1], [-0.7, -0.4, 0.2], [0.1, 0.2, 0.2], [-0.2, -0.2, 0.0], [0.4, 0.0, 0.1], [-0.1, 0.4, 0.0], [0.3, 0.2, -0.2], [-1.4, -1.5, -1.5], [0.4, 1.3, 0.3], [0.1, -0.8, 1.2], [-0.1, -0.1, -1.2], [-1.2, 0.8, 0.0], [0.0, 0.2, -0.5], [-1.4, -0.4, -0.5], [0.6, 0.1, 0.8], [0.7, -1.5, 0.1], [-0.9, -1.0, 1.1], [-0.1, 1.1, -0.7], [0.0, 0.0, 0.1], [1.6, -1.3, -0.2], [0.1, 0.5, -1.4], [-0.1, -0.6, 0.7], [-0.6, -0.4, 0.0], [-0.8, 0.8, 1.4], [1.0, 1.2, 0.2], [0.0, -0.2, 1.2], [0.3, -0.2, -0.4], [-0.1, -0.1, 0.1], [0.2, -0.3, 0.0], [-0.1, 0.2, 0.1], [0.6, -0.1, -0.3], [0.2, 0.3, 0.0], [-0.3, 0.1, 0.0], [0.6, 0.3, -0.2], [-0.3, 0.1, 0.0], [-0.2, 0.0, 0.0], [-0.4, -0.3, -0.1], [0.4, 0.3, 0.0], [0.3, 0.5, -0.2], [0.1, -0.2, -0.2], [-0.1, 0.4, 0.4], [-0.6, 0.3, 0.0], [0.4, 0.1, 0.0], [0.3, 0.6, -0.1], [-0.1, 0.1, 0.2], [-0.2, -0.2, 0.2], [0.3, 0.5, -0.1], [-0.7, 0.0, -0.3], [0.1, -0.4, 0.1], [0.1, -0.3, 0.0], [-0.5, 0.7, -0.3], [0.3, -0.3, 0.2], [0.1, -0.5, 0.2], [0.2, 0.5, 0.1], [0.5, -0.4, -0.4], [0.7, 0.3, -0.2], [0.0, 0.0, -0.1], [-0.1, 0.0, -0.1], [0.0, -0.1, 0.0], [-0.1, -0.2, -0.5], [1.5, -0.2, 1.9], [-0.5, 0.2, -2.2], [-0.9, 1.1, -0.5], [-0.2, -1.5, -0.1], [0.9, 0.2, 2.0], [0.0, 0.1, -0.7], [1.9, 0.9, -1.0], [-0.4, 0.0, 0.5], [-0.6, -2.0, -0.4], [-2.3, 1.1, -0.8], [1.8, 0.4, -0.6], [0.3, 0.5, 0.9], [0.3, -1.0, 0.1], [-1.5, 1.6, -0.6], [-0.6, -0.1, 0.2], [0.2, -0.4, 1.0], [-0.4, -0.2, -1.6], [0.4, -0.5, -0.4], [0.0, 0.6, 0.1], [0.0, -0.5, -0.3], [0.2, -0.1, -0.4], [-0.4, 0.7, 0.6], [0.0, 0.0, 0.5], [0.4, -0.3, 0.0], [0.0, 0.1, -0.4], [-0.2, 0.1, 0.0], [0.3, 0.4, 0.3], [-0.2, -0.3, -0.1], [-0.6, -0.4, 0.2], [0.2, 0.1, 0.5], [-0.3, 0.1, 0.1], [-0.1, -0.1, -0.2], [0.3, 0.1, 0.4], [-0.4, -0.1, -0.2], [0.5, 0.7, -0.3], [-0.6, 0.0, -0.2], [0.6, -0.3, 0.3], [0.2, -0.6, 0.2], [-0.6, 1.0, 0.0], [0.7, -0.1, 0.8], [-1.3, -0.2, 0.3], [-0.3, 0.0, 0.1], [-0.5, -0.2, -0.5], [0.5, 0.3, -0.2], [0.8, -0.6, 0.0], [0.5, -0.8, 0.0], [0.0, -0.2, 0.3], [-0.1, -0.1, 0.0], [-0.1, 0.3, 0.6], [0.4, -0.3, 0.1], [0.3, 0.4, 0.2], [-0.4, -0.3, 0.0], [0.5, 0.2, 0.1], [2.0, -1.8, 0.3], [-3.6, 3.9, -1.3], [0.1, 0.4, 0.0], [1.0, 0.8, -0.4], [0.6, -2.6, 1.4], [-0.8, -0.6, -0.1], [-0.4, -5.4, 2.4], [-2.0, 2.2, -3.5], [2.3, 3.5, 0.8], [0.9, 0.7, 0.3]],
  "mulliken_charge": [-1.6108, 0.8245, -0.7835, -0.6269, 1.3143, -0.0027, -0.5451, -0.8048, -0.9617, -1.4016, -0.6142, -0.5529, -1.2127, -1.7127, 0.4044, -0.8674, -0.7934, 0.2903, 0.4087, 0.2712, -0.6328, 0.5034, 0.1027, 0.4984, 0.7113, -0.1466, -0.6804, 0.9087, 0.2514, 0.2731, 0.3914, 0.4130, 0.5309, -0.1105, 0.4449, 0.6650, 0.5895, 0.5216, 0.1732, 0.3720, 0.4169, 0.3637, 0.3294, 0.3046, 0.6532, 0.7989, 0.2914, -0.2392, 0.3906, 0.3894, 0.4524, 0.0147, 0.1719, -1.3273, -0.6911, -0.3275, -1.5501, 1.4767, -0.1831, -0.7692, 0.6240, -1.5818, -1.1425, -0.2129, -0.8486, -1.1238, -0.5509, -0.1703, -1.4972, -0.0693, 0.2793, 0.4152, 0.3696, 0.4374, 0.4333, 0.0604, 0.4064, 0.7196, 0.5478, -0.3950, 0.8488, 0.6763, -0.1320, -0.9439, 0.5299, 0.3107, 0.3577, 0.4508, 0.4090, 0.4739, 0.3321, 0.1300, 0.3784, 0.4389, 0.3829, 0.2786, 0.2987, -0.1448, 0.8689, 0.6122, -0.2217, 0.4609, 0.4445, 0.5514, -0.1925, -0.0253, -1.3280, -0.9345, 1.0132, -1.4017, 1.0361, 0.8728, -0.3170, -0.9195, -0.3183, -1.0653, 0.4744, -1.0431, -0.5807, 0.0911, -0.5739, -0.8905, -0.7989, 0.3188, 0.3240, 0.3936, 0.4219, 0.5593, 0.0861, -0.8999, 0.6013, 0.7213, 0.2491, -0.8022, -0.2332, 0.3333, 0.4831, 0.4040, -0.1462, 0.5398, -0.2740, 0.6513, 0.5949, -0.2666, -0.0127, 0.4175, 0.4616, 0.4274, 0.0649, -0.1101, 0.7338, -0.5564, 0.0987, 0.4375, 0.4036, 0.4119, 0.1204, 0.2417, 0.3682, 0.2931, -0.6161, -0.3675, -0.7063, -0.0021, 1.0995, 0.2608, -0.7735, -0.7109, -0.4045]
}